(1)
One molecule with the formula C9H19N3O4, computed with ωB97M-V/def2-TZVPD.

```
! RIJCOSX wB97M-V def2-TZVPD def2/J DEFGRID3
* xyz 0 1
N -4.94 0.26 -0.59
C -4.47 -1.10 -0.44
C -3.38 -1.13 0.57
C -2.35 -0.19 0.09
C -1.13 -0.17 0.98
C 0.15 0.54 0.43
N 1.39 0.34 1.25
C 2.58 -0.28 0.82
O 3.44 -0.49 1.56
C 2.97 -0.47 -0.69
N 2.95 0.87 -1.14
C 4.44 -1.08 -0.72
O 5.34 -0.16 -0.07
C -0.05 2.12 0.36
O -1.30 2.68 0.48
O 1.09 2.68 -0.09
H -5.82 0.43 -1.16
H -4.35 1.03 -0.92
H -4.21 -1.54 -1.39
H -5.27 -1.77 -0.02
H -2.99 -2.11 1.10
H -3.78 -0.70 1.64
H -2.79 0.83 0.06
H -1.91 -0.36 -1.01
H -1.50 0.14 1.84
H -1.01 -1.26 1.10
H 0.67 0.11 -0.52
H 1.28 0.84 2.25
H 2.20 -1.13 -1.33
H 2.45 1.23 -2.14
H 3.88 1.37 -1.13
H 4.35 -1.91 -0.12
H 5.17 -1.64 -1.66
H 5.06 -0.16 0.95
H 1.85 2.17 -0.32
*
```

Properties
Kohn-Sham gap = 9.32 eV
HOMO energy = -9.01 eV
SMILES = NCCCC[C@H](NC(=O)[C@@H](N)CO)C(=O)O

Results of the Mulliken charge analysis, in e, for atoms 1 through 4: -0.59, -0.41, -0.45, -0.17

(2)
A 2-piece molecular cluster, C9H19N4 overall, computed with ωB97M-V/def2-TZVPD.

```
! RIJCOSX wB97M-V def2-TZVPD def2/J DEFGRID3
* xyz 1 1
C 0.01 -2.19 0.29
C 1.04 -1.84 1.06
C -0.98 -1.33 -0.26
C 1.27 -0.41 1.35
C -0.79 0.06 -0.38
C 0.42 0.64 0.11
C 1.81 -2.72 1.98
C -2.07 -2.24 -0.86
C 1.36 0.74 -1.13
N 2.25 0.11 2.06
N -1.69 0.85 -0.98
N 0.17 1.97 0.64
N -1.53 3.69 -1.75
H -0.13 -3.22 0.12
H 1.40 -2.69 3.02
H 2.83 -2.52 2.06
H 1.60 -3.66 1.59
H -2.39 -2.96 -0.04
H -1.65 -2.84 -1.67
H -2.88 -1.61 -1.03
H 2.26 1.22 -0.90
H 0.84 1.31 -1.83
H 1.64 -0.20 -1.47
H 2.86 -0.54 2.63
H 2.24 1.08 2.04
H -2.60 0.48 -1.27
H -1.54 1.84 -1.21
H 0.11 2.63 -0.11
H -0.62 2.04 1.27
H -1.63 3.96 -2.72
H -1.12 4.49 -1.19
H -2.47 3.85 -1.44
*
```

Properties
Kohn-Sham gap = 7.12 eV
HOMO energy = -10.93 eV

Results of the Mulliken charge analysis, in e, for atoms 1 through 4: -0.39, 0.49, 0.78, 0.28

(3)
C9H19N8NiO3S2 as an isolated structure, computed with ωB97M-V/def2-TZVPD.

```
! RIJCOSX wB97M-V def2-TZVPD def2/J DEFGRID3
* xyz 1 3
Ni -0.15 0.14 -0.02
C 0.75 0.12 5.10
C 1.61 -0.13 3.92
N 2.89 -0.27 3.91
N 3.21 -0.46 2.59
C 2.17 -0.44 1.77
S 2.09 -0.64 0.10
N 1.13 -0.24 2.62
N -0.18 -0.12 2.15
H 1.38 0.15 5.99
H 0.01 -0.68 5.22
H 0.22 1.07 5.01
H 4.17 -0.60 2.33
H -0.64 0.67 2.59
H -0.70 -0.98 2.33
C -2.34 -1.99 -2.23
S -2.07 -0.37 -1.61
O -3.07 0.52 -2.09
O -0.66 0.01 -1.96
O -2.02 -0.51 -0.10
H -2.51 -1.92 -3.30
H -3.22 -2.38 -1.72
H -1.46 -2.59 -2.00
C 3.32 4.82 -1.42
C 2.43 5.83 -0.69
C 2.87 6.02 0.76
C 0.95 5.47 -0.81
N 0.62 4.16 -0.24
C 0.63 2.96 -0.81
N 0.33 2.08 0.12
N 0.15 2.76 1.27
N 0.33 4.01 1.07
H 4.35 5.16 -1.41
H 3.02 4.70 -2.46
H 3.30 3.84 -0.93
H 2.52 6.79 -1.20
H 2.84 5.08 1.31
H 2.22 6.73 1.28
H 3.89 6.40 0.79
H 0.65 5.43 -1.86
H 0.33 6.20 -0.30
H 0.82 2.75 -1.85
*
```

Properties
Kohn-Sham gap (alpha / beta) = 9.91 / 9.04 eV
HOMO energy (alpha / beta) = -12.26 / -12.25 eV
Expectation value of S² = 2.005

Results of the Mulliken charge analysis, in e, for atoms 1 through 4: 0.22, -1.23, 0.90, -0.71

(4)
One molecule with the formula C9H19NO3, computed with ωB97M-V/def2-TZVPD.

```
! RIJCOSX wB97M-V def2-TZVPD def2/J DEFGRID3
* xyz 0 1
C -1.87 -1.89 0.21
C -2.33 -1.30 1.58
C -1.31 -0.39 2.26
C -0.50 0.74 1.44
N 0.25 0.36 0.32
C 1.39 -0.50 0.60
C 2.17 -0.44 -0.79
O 1.51 -1.16 -1.76
C 2.16 1.02 -1.17
O 3.13 1.82 -0.59
C 0.60 1.29 -0.73
C -0.29 1.20 -1.98
O -1.04 0.07 -1.93
H -2.37 -2.78 -0.01
H -2.27 -1.30 -0.62
H -0.83 -2.12 0.38
H -2.68 -2.08 2.21
H -3.18 -0.66 1.32
H -1.88 0.13 3.07
H -0.52 -0.93 2.76
H 0.11 1.22 2.28
H -1.22 1.44 0.98
H 1.00 -1.52 0.86
H 1.86 -0.04 1.47
H 3.17 -0.85 -0.47
H 0.60 -0.76 -1.71
H 2.33 1.11 -2.25
H 3.35 2.61 -1.21
H 0.61 2.48 -0.52
H 0.25 1.17 -2.93
H -1.02 2.02 -2.05
H -1.19 0.04 -1.03
*
```

Properties
Kohn-Sham gap = 9.43 eV
HOMO energy = -8.80 eV
SMILES = CCCCN1C[C@@H](O)[C@H](O)[C@H]1CO

Results of the Mulliken charge analysis, in e, for atoms 1 through 4: -0.93, -0.48, -0.77, -0.91

Calculated values (Ha) of E for the records, taken in order: -819.36314 -573.06612 -3322.61374 -634.69014.
Calculated values (eV/A) of max |F| for the records, taken in order: 8.95 6.25 1.06 4.83.